(1)
This record from the OMol25 dataset describes a single C6H11NO molecule at a distorted geometry. The level of theory is the ωB97M-V functional and the def2-TZVPD basis.

Results
- SMILES = N[C@@H]1C[C@]12CCOC2
- ΔE to the lowest compared entry with this formula, charge and spin (eV) = 4.800
- charge = 0
- orbital gap (eV) = 10.03

Structure (XYZ):
```
19
Properties=species:S:1:pos:R:3:forces:R:3
C -1.397 -0.307 -0.442 1.3 0.0 -0.4
C -1.064 -1.083 0.900 -1.3 4.1 -0.9
C 0.026 -0.228 0.071 -1.1 -1.9 0.5
C 0.797 1.005 0.561 -0.6 0.3 1.7
C 2.141 0.982 -0.225 -1.2 -2.7 3.3
C 1.122 -1.226 -0.567 -2.1 0.6 0.0
H -2.260 1.641 -0.160 0.0 -1.1 -0.3
H -3.354 0.209 -0.171 3.2 2.7 -2.3
H -1.323 -0.853 -1.359 -0.5 -0.9 -0.3
H -1.174 -2.174 0.969 0.5 0.7 -0.1
H -1.590 -0.407 1.674 1.0 -1.6 -0.7
H 0.845 0.902 1.694 0.9 0.0 -1.3
H 0.305 2.005 0.518 -0.1 -0.8 -0.7
H 1.971 1.370 -1.184 0.1 0.4 -1.6
H 2.941 1.557 0.358 -0.7 -1.6 -1.1
H 1.294 -2.134 0.081 -1.2 0.3 -1.3
H 0.837 -1.442 -1.723 1.0 0.4 2.4
N -2.404 0.773 -0.729 -2.6 -2.6 3.7
O 2.288 -0.591 -0.266 3.2 3.9 -0.7
```
Positions in Å, forces in eV/Å.



(2)
This record from the OMol25 dataset describes 2 unconnected molecules or ions with the total composition CH4ClP at a distorted geometry. The level of theory is the ωB97M-V functional and the def2-TZVPD basis.

Results
- ΔE to the lowest compared entry with this formula, charge and spin (eV) = 4.727
- charge = 0
- orbital gap (spin up / spin down) (eV) = 9.28 / 7.68

Structure (XYZ):
```
7
Properties=species:S:1:pos:R:3:forces:R:3
C 0.448 0.197 -0.380 -0.5 0.5 0.2
P -0.586 -1.276 -0.013 0.1 0.7 0.0
Cl 2.014 0.120 0.249 1.1 -0.2 0.7
H 0.552 0.665 -1.358 -0.9 -0.3 0.1
H -0.138 2.283 0.413 0.1 -0.9 -0.3
H -0.459 -1.379 1.496 -0.6 0.8 -1.7
H -1.831 -0.611 -0.407 0.6 -0.5 1.0
```
Positions in Å, forces in eV/Å.



(3)
This record from the OMol25 dataset describes a molecular structure, C20H12BrMnNO6S2. The level of theory is the ωB97M-V functional and the def2-TZVPD basis.

Results
- spin multiplicity = 4
- charge = 0
- <S²> = 3.926
- orbital gap (spin up / spin down) (eV) = 7.73 / 7.79

Structure (XYZ):
```
43
Properties=species:S:1:pos:R:3:forces:R:3
Mn 1.385 0.332 -0.601 -0.4 0.2 -0.1
S -0.460 3.434 1.929 0.0 0.0 0.0
C -0.139 2.094 2.995 -0.1 0.0 0.2
C -0.425 1.969 4.353 0.0 0.0 -0.1
C -0.092 0.781 4.969 0.0 -0.1 0.0
C 0.515 -0.266 4.260 0.0 0.1 0.0
C 0.807 -0.146 2.918 0.0 0.0 0.1
C 0.468 1.052 2.296 0.0 0.1 -0.3
N 0.659 1.363 0.955 0.1 0.0 0.1
C 0.227 2.550 0.631 0.0 0.0 -0.3
C 0.330 2.928 -0.777 -0.1 0.2 0.1
C -0.037 4.143 -1.342 0.0 0.0 0.0
C 0.107 4.316 -2.712 0.0 0.0 0.0
C 0.605 3.294 -3.513 0.0 -0.1 0.0
C 0.980 2.067 -2.963 -0.2 0.3 -0.1
C 0.827 1.931 -1.607 0.4 -0.4 0.2
H -0.896 2.769 4.909 0.0 0.0 0.0
H -0.303 0.652 6.022 0.0 0.0 0.0
H 0.762 -1.185 4.774 0.0 0.0 0.0
H 1.292 -0.939 2.364 0.0 0.0 0.0
H -0.430 4.945 -0.727 0.0 0.0 0.0
H -0.173 5.259 -3.160 0.0 0.0 0.0
H 0.705 3.448 -4.579 0.0 0.0 0.0
H 1.360 1.260 -3.574 0.0 0.0 0.0
O 4.797 -0.989 -0.986 0.1 0.0 0.0
S 3.480 -0.608 -0.654 -0.4 0.3 -0.3
O 2.742 -1.274 0.435 0.3 -0.2 0.0
O 2.436 -0.674 -1.829 0.3 0.0 0.4
O 3.236 0.889 -0.347 0.2 -0.2 0.0
Br -2.701 -4.228 2.195 0.0 0.0 0.0
C -2.308 -3.904 0.369 0.0 0.0 0.0
C -2.702 -4.828 -0.585 0.0 0.0 0.0
C -2.409 -4.584 -1.920 0.0 0.0 0.0
C -1.734 -3.433 -2.290 0.0 0.0 0.0
C -1.340 -2.519 -1.319 -0.1 0.0 -0.1
C -1.626 -2.753 0.020 0.0 0.0 0.1
C -0.600 -1.293 -1.758 0.1 0.1 0.1
O -0.412 -1.009 -2.912 0.0 0.0 0.0
O -0.177 -0.546 -0.730 -0.3 -0.3 0.0
H -3.229 -5.724 -0.288 0.0 0.0 0.0
H -2.711 -5.303 -2.671 0.0 0.0 0.0
H -1.500 -3.225 -3.325 0.0 0.0 0.0
H -1.319 -2.047 0.778 0.0 0.0 0.0
```
Positions in Å, forces in eV/Å.



(4)
This record from the OMol25 dataset describes a single FH3N2O molecule at a distorted geometry. The level of theory is the ωB97M-V functional and the def2-TZVPD basis.

Results
- SMILES = NNOF
- ΔE to the lowest compared entry with this formula, charge and spin (eV) = 3.842
- charge = 0
- orbital gap (eV) = 10.65

Structure (XYZ):
```
7
Properties=species:S:1:pos:R:3:forces:R:3
N -0.179 0.206 -0.098 0.1 3.6 3.5
N 0.544 -0.817 -0.484 0.7 -3.8 1.1
O 1.907 -1.028 0.445 -0.5 -1.3 -2.4
F 1.871 -0.201 1.516 -0.5 1.3 1.7
H 0.486 1.032 -0.074 -1.3 -0.9 -0.9
H -0.541 0.283 0.943 0.7 -1.1 -2.3
H 0.080 -1.757 -0.181 0.8 2.2 -0.6
```
Positions in Å, forces in eV/Å.



(5)
This record from the OMol25 dataset describes 10 unconnected molecules or ions with the total composition C21H65N13O10 at a distorted geometry. The level of theory is the ωB97M-V functional and the def2-TZVPD basis.

Results
- SMILES = COC[C@H](C)N.COC[C@H](C)N.COC[C@H](C)N.NC(N)=O.NC(N)=O.NC(N)=O.NC(N)=O.NC(N)=O.CCO.CCO
- ΔE to the lowest compared entry with this formula, charge and spin (eV) = 0.994
- charge = 0
- orbital gap (eV) = 9.53

Structure (XYZ):
```
109
Properties=species:S:1:pos:R:3:forces:R:3
C -1.940 -4.248 -3.274 -0.9 -0.4 -1.4
C -2.331 -3.772 -4.667 -0.9 0.8 0.0
O -2.729 -4.907 -5.436 -0.5 0.6 -1.8
H -1.291 -3.551 -2.800 0.5 0.5 0.5
H -1.418 -5.148 -3.545 0.5 -0.6 0.6
H -2.809 -4.511 -2.675 0.0 0.0 0.1
H -1.503 -3.219 -5.096 0.4 -0.2 -0.3
H -3.177 -3.066 -4.701 0.1 0.0 0.5
H -3.075 -4.558 -6.317 0.7 -0.8 1.8
C 0.710 -1.440 -0.190 1.1 -0.6 0.3
C 0.764 -0.042 0.382 0.2 -1.2 1.5
O -0.564 0.379 0.610 -0.7 1.0 0.4
H 0.417 -1.491 -1.234 -0.6 0.2 0.0
H 0.108 -2.072 0.469 -0.2 0.1 -0.3
H 1.703 -1.901 -0.172 0.1 0.2 0.1
H 1.338 0.592 -0.244 0.2 0.9 -0.9
H 1.297 -0.020 1.385 -0.5 -0.4 -1.0
H -0.844 1.081 0.004 0.2 -0.4 -0.3
C 0.813 -1.145 4.785 -0.6 0.4 -0.1
C 0.769 0.373 4.422 -2.1 -2.3 1.9
C -0.431 1.020 5.253 0.8 1.1 0.5
O -1.744 0.518 4.889 1.0 -0.3 0.3
C -2.844 0.902 5.742 1.0 1.1 -1.9
N 2.071 0.942 4.805 -1.3 1.3 -1.9
H 0.978 -1.297 5.886 -0.2 0.1 -1.1
H 1.571 -1.632 4.184 0.7 0.0 0.1
H -0.090 -1.650 4.416 -0.1 0.2 0.6
H 0.492 0.430 3.371 0.2 0.3 -0.3
H -0.454 2.136 5.059 0.2 -0.9 0.3
H -0.132 0.891 6.360 -0.9 0.0 -1.4
H -2.964 2.016 5.713 0.0 -0.8 0.3
H -2.713 0.521 6.711 0.3 -0.2 1.6
H -3.715 0.418 5.330 -0.3 0.0 -0.3
H 2.737 0.326 4.346 0.3 0.0 0.2
H 2.035 1.750 4.149 1.0 0.0 1.0
C -3.249 4.237 -2.052 1.3 0.8 0.3
C -4.592 3.954 -1.432 0.2 0.9 -0.2
C -4.483 3.934 0.097 -0.1 -1.7 0.1
O -3.655 2.795 0.495 -0.3 0.8 -0.7
C -3.468 2.828 1.877 -0.3 -0.6 1.4
N -5.445 5.028 -1.855 -2.1 0.2 0.9
H -2.822 5.257 -1.803 -0.8 -0.9 -0.3
H -3.147 4.068 -3.145 -0.4 0.0 0.7
H -2.640 3.548 -1.514 1.1 -0.7 -0.1
H -4.902 2.998 -1.821 -0.3 -0.6 0.1
H -5.423 3.797 0.647 -0.3 0.1 -0.6
H -4.068 4.846 0.488 0.5 0.6 -0.1
H -2.681 2.153 2.234 0.2 0.2 -0.6
H -4.353 2.460 2.455 0.1 0.5 -0.6
H -3.242 3.850 2.180 0.1 0.0 0.3
H -5.203 5.330 -2.758 0.6 0.5 -1.2
H -6.430 4.768 -1.942 0.3 0.0 0.4
C 4.595 -1.570 -1.703 -0.1 0.6 0.6
C 4.637 -0.013 -1.723 -1.4 -0.6 1.5
C 5.997 0.477 -1.250 0.9 -0.4 -1.8
O 6.334 0.130 0.053 0.0 -0.7 0.1
C 5.781 0.964 1.025 0.3 0.7 0.8
N 4.207 0.541 -2.998 0.1 -0.8 0.0
H 5.470 -1.913 -2.285 -0.5 -0.2 0.1
H 3.628 -1.929 -2.123 0.8 0.1 0.3
H 4.703 -1.926 -0.636 -0.1 0.3 -1.2
H 3.876 0.360 -0.991 0.4 -0.3 -0.4
H 6.061 1.568 -1.431 0.2 -0.2 0.1
H 6.743 -0.073 -1.915 -0.5 0.9 0.7
H 5.993 0.464 2.023 -0.5 0.8 -1.2
H 4.688 1.138 0.851 0.7 -0.2 0.4
H 6.324 1.955 0.962 -0.7 -0.7 0.4
H 4.924 0.412 -3.694 0.3 0.2 -0.3
H 3.987 1.512 -2.893 -0.1 0.6 -0.1
C -2.419 -2.882 2.094 0.9 3.1 0.2
O -2.570 -3.641 2.994 -0.4 -2.2 2.1
N -2.738 -3.237 0.818 0.2 1.5 -1.6
N -1.958 -1.598 2.357 -0.2 0.2 0.2
H -2.736 -4.196 0.742 -0.5 -2.6 0.1
H -2.218 -2.926 0.013 0.2 1.0 0.2
H -1.958 -1.264 3.344 -0.1 -0.6 -1.3
H -1.858 -0.873 1.652 0.1 -0.3 0.0
C 1.325 3.081 -1.249 1.9 -2.1 -1.6
O 2.202 2.475 -1.919 -0.7 1.1 0.9
N 1.479 3.217 0.068 0.6 0.2 0.3
N 0.232 3.555 -1.834 -1.1 1.1 -0.2
H 2.312 2.778 0.372 0.5 -0.3 0.6
H 0.793 3.468 0.729 -0.8 0.3 0.4
H -0.643 3.507 -1.375 -0.6 0.2 0.9
H 0.090 3.245 -2.755 0.3 -0.5 -1.3
C 2.812 -3.366 2.187 0.2 1.5 1.2
O 2.887 -2.165 1.986 -0.4 0.4 -0.6
N 3.945 -4.043 2.504 1.5 -1.2 0.7
N 1.643 -4.056 2.244 1.2 -1.1 -0.2
H 3.877 -4.946 2.956 -0.1 0.1 -0.3
H 4.750 -3.506 2.856 -1.0 -0.2 -0.6
H 1.670 -4.905 2.779 -0.4 -0.1 -0.1
H 0.813 -3.532 2.236 -1.0 0.7 0.0
C 0.932 -1.040 -3.945 1.7 1.6 -0.5
O -0.037 -1.755 -4.042 -1.5 -1.2 -0.1
N 0.980 0.167 -3.350 -1.5 -0.5 0.0
N 2.122 -1.283 -4.548 -0.3 -2.0 -0.8
H 1.868 0.512 -3.089 0.6 0.9 0.4
H 0.113 0.525 -2.986 0.0 0.3 0.6
H 2.315 -2.246 -4.814 0.0 0.6 0.2
H 2.836 -0.716 -4.173 1.5 0.4 0.1
C -2.388 0.209 -2.020 -0.5 -1.7 -1.0
O -1.432 0.980 -1.989 0.3 0.9 0.1
N -2.294 -0.990 -2.702 0.2 0.7 0.4
N -3.590 0.542 -1.464 0.2 1.4 0.9
H -2.971 -1.727 -2.618 -0.3 0.2 0.1
H -1.428 -1.246 -3.233 -0.4 0.4 0.6
H -3.614 1.420 -0.884 0.2 -1.5 -0.7
H -4.328 -0.113 -1.283 0.1 -0.3 -0.2
```
Positions in Å, forces in eV/Å.



(6)
This record from the OMol25 dataset describes 8 unconnected molecules or ions with the total composition C30H49NO21 at a distorted geometry. The level of theory is the ωB97M-V functional and the def2-TZVPD basis.

Results
- SMILES = C[C@H]1COC(=O)O1.C[C@H]1COC(=O)O1.C[C@H]1COC(=O)O1.C[C@H]1COC(=O)O1.C[C@H]1COC(=O)O1.COC(=O)OC.COC(=O)OC.CCCC#N
- ΔE to the lowest compared entry with this formula, charge and spin (eV) = 1.147
- charge = 0
- orbital gap (eV) = 9.57

Structure (XYZ):
```
101
Properties=species:S:1:pos:R:3:forces:R:3
C -0.643 -0.622 2.572 0.6 0.2 0.2
C -0.720 -1.055 4.007 -1.2 1.7 0.1
C -1.839 -0.437 4.822 -0.3 2.2 -1.1
O -2.646 -1.548 5.129 -1.7 2.1 1.5
C -2.115 -2.640 4.720 -2.0 -5.9 0.3
O -2.655 -3.768 4.861 1.9 3.6 -0.5
O -0.957 -2.441 4.130 1.4 -0.5 -0.5
H -0.216 0.395 2.512 -0.3 -0.5 0.0
H -1.518 -0.689 1.930 -0.4 -0.1 0.4
H 0.074 -1.325 2.222 0.9 -0.3 -1.1
H 0.137 -0.685 4.516 1.5 -0.7 0.2
H -2.374 0.313 4.191 -0.1 -0.8 0.4
H -1.465 0.191 5.654 -0.4 -1.1 0.2
C 3.179 3.441 1.881 0.5 0.7 -1.1
C 2.266 2.286 2.080 0.1 -0.4 -0.5
C 2.830 1.327 3.167 0.1 -1.7 -2.3
O 1.859 1.416 4.186 2.0 -1.9 1.7
C 0.830 2.123 3.869 -1.2 1.4 -0.9
O -0.147 2.257 4.543 0.0 0.1 -0.2
O 1.040 2.692 2.657 -1.4 0.5 0.2
H 3.506 3.877 2.796 0.5 0.0 1.0
H 2.724 4.319 1.387 0.1 -0.7 -0.4
H 4.053 3.050 1.319 -0.3 0.6 0.2
H 2.018 1.866 1.067 0.3 -0.2 1.2
H 3.831 1.608 3.467 0.0 0.5 0.6
H 2.952 0.254 2.822 -0.6 1.3 0.4
C -0.834 -4.979 -3.616 -2.0 0.0 -1.4
C -0.802 -4.801 -2.172 1.0 -0.5 2.4
C 0.573 -4.261 -1.602 -2.5 -0.7 0.0
O 0.063 -3.303 -0.717 1.0 1.6 1.8
C -1.213 -2.976 -0.889 -0.9 1.0 -0.4
O -1.810 -2.035 -0.426 0.9 -1.0 0.0
O -1.761 -3.840 -1.743 -0.5 0.3 -0.7
H -0.962 -4.011 -4.196 0.8 -1.2 0.7
H -1.767 -5.516 -3.757 -0.4 0.0 -0.6
H -0.099 -5.696 -3.944 0.7 0.3 -0.4
H -1.130 -5.692 -1.547 0.9 0.4 -1.2
H 1.247 -3.773 -2.298 0.1 -0.2 -0.3
H 1.006 -5.068 -1.028 0.7 0.1 0.0
C 2.764 1.589 -2.613 0.4 0.5 0.1
C 3.653 2.777 -3.004 -1.7 -0.3 0.0
C 2.906 4.126 -2.919 -0.5 0.5 -1.1
O 3.416 4.741 -1.741 -1.3 0.3 -0.7
C 4.507 4.116 -1.411 4.0 0.8 4.1
O 5.261 4.496 -0.498 -2.1 -1.2 -2.7
O 4.729 3.003 -2.121 0.4 -0.2 0.0
H 2.142 1.803 -1.760 0.4 -0.1 1.0
H 3.276 0.620 -2.532 -0.1 0.5 0.1
H 1.992 1.546 -3.349 -0.3 -0.3 -1.1
H 3.990 2.616 -4.020 0.5 0.0 -0.1
H 1.810 4.124 -2.885 0.3 -0.5 0.3
H 3.144 4.763 -3.781 0.2 0.0 0.2
C -6.348 -1.695 -0.818 2.0 -1.8 -0.9
C -4.974 -1.046 -0.653 -1.2 1.2 -2.0
C -4.958 0.373 -1.301 -1.0 0.1 -1.6
O -4.519 1.176 -0.266 0.2 1.9 2.0
C -4.418 0.513 0.868 1.6 0.6 5.3
O -3.994 0.979 1.983 -1.9 -1.9 -5.1
O -4.801 -0.781 0.692 0.6 1.6 2.2
H -6.151 -2.706 -0.412 -0.9 0.3 -0.3
H -6.664 -1.755 -1.875 0.3 -0.1 0.5
H -7.089 -1.187 -0.255 -0.6 0.5 0.6
H -4.086 -1.575 -0.932 0.1 -0.9 -0.7
H -6.015 0.684 -1.662 1.7 -0.4 0.6
H -4.183 0.662 -2.030 -0.6 -1.2 -0.7
C -2.750 2.483 -4.778 -0.5 0.4 2.1
O -2.037 1.361 -5.301 1.2 -0.7 -0.7
C -1.363 0.549 -4.503 -3.2 -1.7 8.0
O -1.766 0.264 -3.182 2.2 2.0 -7.4
O -0.337 -0.062 -5.021 0.2 0.1 -0.9
C 0.455 -0.921 -4.165 0.0 1.6 1.4
H -3.827 2.249 -4.493 1.5 0.1 -0.6
H -2.674 3.332 -5.454 -0.2 -0.5 -0.5
H -2.204 2.829 -3.875 -0.6 -0.4 -0.2
H 0.753 -0.353 -3.271 -0.2 -0.1 -0.3
H 1.346 -1.250 -4.640 0.5 0.1 -1.1
H -0.060 -1.767 -3.806 -1.1 -0.9 0.1
C 3.676 -1.622 5.492 0.2 -2.2 1.1
O 3.713 -1.537 4.086 -1.4 -1.5 -2.6
C 3.155 -2.529 3.352 -2.1 -6.4 1.2
O 2.876 -3.828 3.826 1.9 8.3 -3.0
O 2.842 -2.105 2.065 1.1 0.4 3.3
C 2.439 -3.054 1.086 0.6 -1.4 0.8
H 3.202 -0.739 5.855 -0.5 0.5 0.3
H 4.700 -1.664 5.805 0.6 0.3 0.3
H 3.244 -2.588 5.898 0.0 1.2 -0.9
H 3.163 -3.855 1.108 0.2 -0.5 0.1
H 2.534 -2.599 0.126 -0.4 0.7 -0.4
H 1.461 -3.488 1.292 0.0 0.4 0.0
C 0.148 3.597 -0.458 -0.6 -1.6 0.1
C -0.708 2.533 -1.174 -1.2 0.6 0.9
C -0.965 1.275 -0.321 -0.3 1.5 1.1
C 0.173 0.402 -0.284 -1.1 0.7 0.3
N 1.073 -0.286 -0.251 1.8 -1.2 -0.2
H -0.257 3.707 0.570 0.6 0.2 -0.6
H 0.045 4.479 -1.038 0.0 1.2 -0.2
H 1.193 3.308 -0.489 0.3 0.1 0.5
H -0.364 2.300 -2.172 0.1 -0.2 -0.2
H -1.701 3.009 -1.248 0.2 -0.3 -0.4
H -1.811 0.698 -0.633 -0.4 -0.3 -0.5
H -1.242 1.655 0.715 0.6 -0.7 -1.0
```
Positions in Å, forces in eV/Å.